This record from the OMol25 dataset describes 2 unconnected molecules or ions with the total composition C3H8ClO2P at a distorted geometry. The level of theory is ωB97M-V/def2-TZVPD.

Geometry (Å):
C1 -2.246 0.595 -1.177
C2 1.625 0.036 -1.367
C3 -0.257 -0.981 1.963
O1 0.302 -0.406 -1.097
O2 -1.204 -0.626 0.951
P1 -0.841 0.341 -0.258
Cl1 2.080 1.913 1.379
H1 -3.136 0.864 -0.634
H2 -2.119 1.096 -2.126
H3 2.259 -0.850 -1.356
H4 1.969 0.741 -0.594
H5 1.663 0.509 -2.350
H6 -0.826 -1.137 2.879
H7 0.486 -0.191 2.110
H8 0.247 -1.905 1.678

For the highest occupied orbital energy (alpha / beta), the calculation gives -8.87 / -8.35 eV. Its LUMO energy (alpha / beta) is -2.472 / -2.965 eV. The calculation puts the gap between HOMO and LUMO (alpha / beta) at 6.4 / 5.4 eV.

This record from the OMol25 dataset describes 2 unconnected molecules or ions with the total composition C4H5BN2O at a distorted geometry. The level of theory is ωB97M-V/def2-TZVPD.

Geometry (Å):
C1 0.934 -0.011 0.838
C2 0.244 -1.152 0.418
N1 0.110 -1.550 -0.827
C3 0.723 -0.690 -1.716
N2 1.431 0.429 -1.476
C4 1.572 0.766 -0.190
H1 1.076 0.201 1.869
H2 -0.233 -1.755 1.098
H3 0.526 -1.003 -2.736
H4 2.190 1.695 -0.023
B1 -2.969 1.014 1.040
O1 -3.461 1.810 0.280
H5 -2.144 0.246 1.425

Its SMILES is c1cncnc1.B=O. For the highest occupied orbital energy, the calculation gives -10.19 eV. Its LUMO energy is 0.331 eV. The calculation puts the gap between HOMO and LUMO at 10.5 eV.

This record from the OMol25 dataset describes a gas-phase ion, C5H9ClN3O (charge +1) at a distorted geometry. The level of theory is ωB97M-V/def2-TZVPD.

Geometry (Å):
C1 -2.849 0.273 -0.350
C2 -1.711 0.211 0.594
C3 -1.123 -1.003 1.047
C4 0.221 -1.147 0.993
N1 0.905 -0.198 0.248
N2 0.239 0.797 -0.380
Cl1 0.448 2.363 0.400
C5 2.328 -0.485 -0.112
N3 3.037 0.384 -0.865
O1 2.694 -1.492 0.356
H1 -2.747 -0.702 -0.888
H2 -2.639 1.147 -1.126
H3 -3.721 0.574 0.183
H4 -1.380 1.109 1.042
H5 -1.721 -1.855 1.326
H6 0.790 -2.090 1.159
H7 0.497 0.876 -1.392
H8 2.823 1.268 -1.145
H9 3.908 -0.031 -1.090

Its SMILES is C/C=C/C=[N+](\NCl)C(N)=O. For the highest occupied orbital energy, the calculation gives -13.84 eV. The total charge is +1. Its LUMO energy is -5.290 eV. The calculation puts the gap between HOMO and LUMO at 8.5 eV.

This record from the OMol25 dataset describes a single C5H8O molecule at a distorted geometry. The level of theory is ωB97M-V/def2-TZVPD.

Geometry (Å):
C1 0.046 1.457 -0.712
C2 0.066 -0.041 -0.910
C3 1.026 -0.922 -0.195
C4 -0.431 -0.927 0.214
C5 -0.795 -0.347 1.530
O1 -1.706 -0.764 2.203
H1 0.584 1.787 0.183
H2 0.495 1.973 -1.578
H3 -1.018 1.741 -0.485
H4 -0.261 -0.369 -1.897
H5 1.727 -0.440 0.483
H6 1.410 -1.804 -0.695
H7 -1.038 -1.782 -0.064
H8 -0.106 0.438 1.922

Its SMILES is C[C@H]1C[C@H]1C=O. For the highest occupied orbital energy, the calculation gives -9.74 eV. Its LUMO energy is 1.040 eV. The calculation puts the gap between HOMO and LUMO at 10.8 eV.

Taking the records one at a time from the top gives energy relative to the best compared isomer or geometry (same formula, charge and spin) values of 340.75; 53.56; 143.28; 119.78 kJ/mol.